Formula: C27H56O7P4RuS
Source: the Open Molecules 2025 dataset
Level of theory: wB97M-V/def2-TZVPD

Each line ends with the Löwdin charge.
Atoms and positions in Å:
Ru1 0.0342 0.2808 -0.1431  1.145
C1 1.6660 -0.6306 3.0127  -0.222
P1 1.8310 0.4324 1.5626  0.846
C2 3.3534 -0.0983 0.7411  -0.203
C3 2.0446 2.1129 2.1425  -0.389
C4 2.7827 2.4347 3.2777  -0.035
C5 2.9813 3.7709 3.5982  0.004
C6 2.4570 4.7750 2.7926  0.005
C7 1.7221 4.4565 1.6581  -0.038
C8 1.5094 3.1189 1.3408  -0.384
P2 0.5967 2.6239 -0.1237  0.867
C9 1.5806 3.1593 -1.5341  -0.167
C10 -0.9669 3.5136 -0.1124  -0.183
H1 2.5001 -0.4136 3.6826  0.070
H2 1.7398 -1.6729 2.7161  0.036
H3 0.7330 -0.4362 3.5391  0.072
H4 4.1485 -0.1478 1.4894  0.084
H5 3.6475 0.6272 -0.0172  0.057
H6 3.2382 -1.0837 0.2882  0.058
H7 3.2105 1.6708 3.9139  0.119
H8 3.5498 4.0310 4.4812  0.139
H9 2.6167 5.8131 3.0529  0.139
H10 1.3180 5.2552 1.0475  0.124
H11 1.8594 4.1990 -1.3417  0.084
H12 1.0240 3.1111 -2.4663  0.054
H13 2.5016 2.5796 -1.6042  0.065
H14 -0.7402 4.5822 -0.0679  0.079
H15 -1.5410 3.2504 0.7763  0.071
H16 -1.5336 3.3082 -1.0182  0.053
C11 -3.4878 2.0405 -5.3587  -0.021
C12 -1.9886 2.1128 -5.4593  -0.366
C13 -1.4554 3.3871 -6.0523  -0.018
O1 -1.4504 2.0547 -4.0260  -0.153
P3 -0.6948 0.8651 -3.4299  0.471
O2 -0.5817 1.1252 -1.9306  -0.495
C14 -1.5852 -0.6967 -3.6211  -0.171
P4 -2.3679 -1.1928 -2.0772  0.471
O3 -1.4016 -1.1605 -0.9083  -0.418
O4 -3.5521 -0.1987 -1.9913  -0.173
C15 -4.5123 -0.0610 -0.8570  -0.386
C16 -3.9204 0.8988 0.1494  -0.032
C17 -5.8104 0.4108 -1.4584  -0.011
O5 -2.8638 -2.6624 -2.1914  -0.194
C18 -3.9328 -3.0799 -3.1902  -0.375
C19 -3.2616 -3.9437 -4.2257  -0.019
C20 -5.0070 -3.7775 -2.3985  -0.022
O6 0.6638 0.7798 -4.1535  -0.144
C21 1.8571 -0.0926 -4.0442  -0.364
C22 1.9352 -0.7417 -2.6755  -0.054
C23 1.8469 -1.0743 -5.1880  -0.011
H17 -3.9059 1.9909 -6.3646  0.113
H18 -3.8814 2.9324 -4.8719  0.104
H19 -3.8264 1.1600 -4.8093  0.069
H20 -1.5632 1.2424 -5.9648  0.140
H21 -1.8123 4.2493 -5.4899  0.102
H22 -1.8220 3.4775 -7.0757  0.112
H23 -0.3672 3.3900 -6.0849  0.093
H24 -0.9022 -1.4870 -3.9400  0.082
H25 -2.3485 -0.5928 -4.3976  0.095
H26 -4.6281 -1.0610 -0.4323  0.128
H27 -3.7590 1.8739 -0.3127  0.091
H28 -2.9781 0.5220 0.5585  0.052
H29 -4.6162 1.0309 0.9782  0.109
H30 -5.6840 1.3867 -1.9276  0.101
H31 -6.5617 0.5038 -0.6738  0.110
H32 -6.1828 -0.2951 -2.1998  0.093
H33 -4.3130 -2.1510 -3.6200  0.136
H34 -2.7935 -4.8112 -3.7602  0.101
H35 -2.5131 -3.3953 -4.7989  0.079
H36 -4.0118 -4.3049 -4.9298  0.112
H37 -4.6043 -4.6609 -1.9000  0.095
H38 -5.7917 -4.1136 -3.0771  0.113
H39 -5.4680 -3.1130 -1.6664  0.080
H40 2.6738 0.6159 -4.1655  0.158
H41 1.1060 -1.4356 -2.5031  0.077
H42 1.9687 0.0234 -1.8870  0.030
H43 2.8628 -1.3108 -2.6084  0.112
H44 1.0456 -1.8099 -5.0890  0.084
H45 2.7938 -1.6151 -5.2089  0.111
H46 1.7383 -0.5545 -6.1380  0.107
C24 -0.5009 -5.6690 3.3416  -0.078
C25 -0.6436 -4.1544 3.2621  -0.296
S1 -0.6053 -3.5861 1.5390  1.135
O7 -0.3122 -2.1494 1.3808  -0.428
C26 -2.0565 -4.1474 0.6450  -0.307
C27 -3.3413 -3.5891 1.2530  -0.069
H47 -0.5916 -5.9410 4.3935  0.115
H48 0.4699 -6.0074 2.9848  0.100
H49 -1.2949 -6.1907 2.8081  0.088
H50 0.1735 -3.6066 3.7345  0.106
H51 -1.5978 -3.7859 3.6522  0.117
H52 -1.9834 -5.2369 0.7022  0.116
H53 -1.8851 -3.8235 -0.3825  0.078
H54 -3.5790 -4.0516 2.2092  0.096
H55 -4.1496 -3.8302 0.5612  0.090
H56 -3.2948 -2.5055 1.3578  0.082

Properties
HOMO (alpha / beta), eV: -19.75 / -19.75
Charge: +4
2S+1: 5
Expectation value of S²: 6.039
Energy, a.u.: -3446.3160
Maximum force, Eh/bohr: 0.0171
Energy above the lowest of the compared OMol25 structures with the same formula, charge and spin, kJ/mol: 0.0



Formula: C45H54N2O2PRh
Source: the Open Molecules 2025 dataset
Level of theory: wB97M-V/def2-TZVPD

Each line ends with the Löwdin charge.
Atoms and positions in Å:
Rh1 -0.0664 -0.2827 0.0728  1.235
O1 -2.0198 -0.1009 0.7097  -0.321
C1 -2.8281 0.9994 0.9449  -0.504
C2 -2.3717 2.1678 0.0412  -0.069
C3 -1.0491 2.7314 0.4789  -0.254
C4 -1.0224 3.8944 1.2427  -0.011
C5 0.1986 4.3959 1.6548  -0.028
C6 1.3592 3.7460 1.2632  -0.012
C7 1.2712 2.5900 0.4957  -0.245
C8 2.5380 1.9147 0.0472  -0.060
C9 2.8415 0.5895 0.7853  -0.489
O2 1.9361 -0.3669 0.3508  -0.340
C10 2.7490 0.7840 2.3004  -0.138
C11 1.9198 -0.0243 3.0640  -0.030
C12 1.8183 0.1620 4.4376  -0.093
C13 2.5443 1.1591 5.0664  -0.095
C14 3.3908 1.9627 4.3118  -0.077
C15 3.4932 1.7695 2.9453  -0.039
C16 4.2523 0.0915 0.4360  -0.130
C17 4.4533 -1.2825 0.3343  -0.017
C18 5.7085 -1.7988 0.0593  -0.079
C19 6.7916 -0.9509 -0.1265  -0.100
C20 6.6033 0.4175 -0.0306  -0.086
C21 5.3440 0.9323 0.2503  -0.043
N1 0.0775 2.0890 0.1332  0.098
C22 -4.2491 0.5357 0.6141  -0.159
C23 -4.9511 0.9372 -0.5141  -0.042
C24 -6.1853 0.3753 -0.8253  -0.088
C25 -6.7319 -0.6002 -0.0095  -0.097
C26 -6.0393 -1.0067 1.1256  -0.079
C27 -4.8150 -0.4410 1.4318  -0.029
C28 -2.7488 1.4795 2.3902  -0.175
C29 -3.6779 2.3903 2.8842  -0.040
C30 -3.5379 2.9316 4.1518  -0.083
C31 -2.4597 2.5677 4.9486  -0.091
C32 -1.5369 1.6512 4.4681  -0.066
C33 -1.6851 1.1072 3.1992  -0.018
H1 -3.1038 2.9791 0.0521  0.124
H2 -2.2876 1.7785 -0.9762  0.120
H3 -1.9544 4.3642 1.5206  0.117
H4 0.2494 5.2820 2.2729  0.111
H5 2.3349 4.1137 1.5466  0.111
H6 3.3403 2.6412 0.1644  0.099
H7 2.4708 1.6511 -1.0116  0.137
H8 1.3632 -0.8165 2.5754  0.100
H9 1.1688 -0.4834 5.0152  0.104
H10 2.4629 1.3051 6.1350  0.099
H11 3.9774 2.7354 4.7909  0.101
H12 4.1725 2.3912 2.3749  0.107
H13 3.6031 -1.9355 0.4637  0.104
H14 5.8415 -2.8702 -0.0139  0.099
H15 7.7708 -1.3538 -0.3454  0.097
H16 7.4365 1.0924 -0.1767  0.099
H17 5.2339 2.0056 0.3198  0.096
H18 -4.5446 1.6890 -1.1761  0.104
H19 -6.7137 0.7034 -1.7102  0.099
H20 -7.6914 -1.0379 -0.2496  0.097
H21 -6.4569 -1.7669 1.7723  0.101
H22 -4.2707 -0.7687 2.3086  0.127
H23 -4.5240 2.6764 2.2690  0.122
H24 -4.2716 3.6370 4.5190  0.099
H25 -2.3457 2.9914 5.9376  0.098
H26 -0.6890 1.3609 5.0738  0.087
H27 -0.9592 0.3901 2.8292  0.091
C34 -2.2512 -3.1577 -4.1469  -0.076
C35 -1.9626 -2.2814 -2.9252  -0.594
C36 -1.2975 -0.9731 -3.3970  -0.087
C37 -3.2932 -1.8526 -2.2806  -0.086
P1 -0.9328 -3.1225 -1.6132  0.938
N2 -0.3087 -2.0385 -0.6095  -0.316
C38 -1.9986 -4.2468 -0.5710  -0.597
C39 -2.9184 -5.1777 -1.3639  -0.074
C40 -1.0745 -5.1026 0.3104  -0.090
C41 -2.8458 -3.3964 0.3993  -0.086
C42 0.5059 -4.0569 -2.3634  -0.601
C43 1.5761 -4.2985 -1.2783  -0.086
C44 0.1329 -5.3881 -3.0188  -0.077
C45 1.1737 -3.1622 -3.4189  -0.088
H28 -2.9645 -2.6277 -4.7816  0.092
H29 -2.6924 -4.1200 -3.8919  0.068
H30 -1.3585 -3.3370 -4.7444  0.063
H31 -2.0414 -0.4274 -3.9805  0.086
H32 -0.4326 -1.1273 -4.0335  0.064
H33 -1.0024 -0.3412 -2.5569  0.046
H34 -3.7968 -1.1845 -2.9810  0.090
H35 -3.1425 -1.3102 -1.3466  0.065
H36 -3.9639 -2.6897 -2.0990  0.066
H37 -2.3881 -5.7901 -2.0920  0.065
H38 -3.7109 -4.6395 -1.8810  0.065
H39 -3.3986 -5.8564 -0.6551  0.092
H40 -0.5357 -5.8625 -0.2505  0.059
H41 -1.7019 -5.6168 1.0401  0.087
H42 -0.3588 -4.4912 0.8581  0.086
H43 -3.7180 -2.9515 -0.0683  0.056
H44 -2.2748 -2.5878 0.8543  0.061
H45 -3.2035 -4.0626 1.1868  0.088
H46 1.3578 -5.1628 -0.6585  0.063
H47 1.7036 -3.4263 -0.6390  0.061
H48 2.5238 -4.4891 -1.7839  0.085
H49 -0.2472 -6.1132 -2.3014  0.062
H50 1.0347 -5.8160 -3.4626  0.092
H51 -0.6008 -5.2771 -3.8170  0.068
H52 1.4191 -2.1785 -3.0209  0.086
H53 0.5690 -3.0490 -4.3159  0.059
H54 2.1072 -3.6424 -3.7158  0.087

Properties
HOMO (alpha / beta), eV: -7.01 / -8.08
2S+1: 5
Expectation value of S²: 6.019
Energy, a.u.: -2458.9779
Maximum force, Eh/bohr: 0.0111
Energy above the lowest of the compared OMol25 structures with the same formula, charge and spin, kJ/mol: 11.7